# 1
The following is a quantum chemistry calculation of a molecular structure, C12H26HgNO2P2 at a distorted geometry, from the Open Molecules 2025 dataset.

Energy above the lowest of the compared OMol25 structures with the same formula, charge and spin: 0.0 kJ/mol
HOMO level: -10.04 eV
Lowest unoccupied orbital energy: -3.23 eV
Charge: +1
Kohn-Sham gap: 6.813 eV
Strongest force on any atom: 1.89 eV/A

XYZ file:
```
44
C12H26HgNO2P2 ωB97M-V/def2-TZVPD
Hg -0.02909 0.55589 1.42197
P 2.19997 -0.63830 1.01645
C 2.36768 -0.80975 -0.80215
C 1.10613 -1.39135 -1.42281
N -0.05460 -0.96118 -0.91291
C -1.21311 -1.31281 -1.48904
C -1.26308 -2.23114 -2.53901
C -0.07126 -2.71150 -3.06498
C 1.13955 -2.26922 -2.52325
C -2.49244 -0.74151 -0.90745
P -2.15264 0.73335 0.15417
H 2.12218 -2.59575 -2.86750
H -2.24846 -2.48788 -2.92776
H -0.06714 -3.41558 -3.89237
H -3.20441 -0.42719 -1.69152
H -3.01505 -1.46750 -0.25047
H 2.47906 0.25784 -1.14089
H 3.23191 -1.45165 -1.01067
H 0.89427 3.27430 -0.80958
O 1.49949 2.53179 -1.14087
H 2.15826 3.03073 -1.67325
H -0.18831 4.10089 0.97046
O -0.17861 4.25977 -0.00767
H -0.64228 5.11090 -0.13289
C -1.98899 2.08981 -1.03021
H -2.91321 2.21858 -1.61489
H -1.74199 3.00178 -0.46321
H -1.14525 1.89285 -1.70809
C -3.61450 1.05736 1.15761
H -3.51217 2.02422 1.66795
H -4.51651 1.07490 0.53561
H -3.72945 0.27128 1.91471
C 2.14695 -2.33126 1.70007
H 3.09323 -2.86103 1.50993
H 1.97661 -2.30044 2.78822
H 1.33141 -2.91140 1.24763
C 3.74494 0.08896 1.58450
H 3.66341 0.37203 2.63921
H 4.58557 -0.60362 1.47133
H 3.96881 0.98509 0.99416
C -0.83419 -0.62163 3.08788
H -0.04092 -0.74230 3.85144
H -1.19948 -1.61584 2.76612
H -1.65232 -0.03250 3.54401
```


# 2
The following is a quantum chemistry calculation of 6 unconnected molecules or ions with the total composition C12H26N10O4 at a distorted geometry, from the Open Molecules 2025 dataset.

SMILES string: c1cc[nH]c1.c1cc[nH]c1.NC(N)=O.NC(N)=O.NC(N)=O.NC(N)=O
HOMO level: -8.64 eV
Lowest unoccupied orbital energy: 0.47 eV
Charge: 0
Kohn-Sham gap: 9.104 eV
Strongest force on any atom: 4.03 eV/A

XYZ file:
```
52
C12H26N10O4 ωB97M-V/def2-TZVPD
C -8.85212 -1.10061 15.99309
C -9.08087 0.25632 15.64764
C -10.44235 0.57519 15.87168
N -11.03651 -0.58978 16.26253
C -10.08935 -1.56184 16.27897
H -7.93580 -1.64190 15.92626
H -8.33436 0.99269 15.41421
H -10.96797 1.48501 15.67714
H -11.98180 -0.77914 16.47373
H -10.44509 -2.55254 16.52587
C -8.60675 -5.46891 14.86226
C -7.46682 -5.21146 13.96198
C -7.92486 -5.58848 12.67463
N -9.16975 -6.01360 12.80649
C -9.65742 -5.80164 14.09344
H -8.67462 -5.50715 15.96006
H -6.46339 -4.96302 14.27704
H -7.28794 -5.55008 11.82277
H -9.78961 -6.25393 12.06867
H -10.68638 -6.02603 14.28821
N -14.59175 -3.19959 9.70988
C -13.58217 -2.48376 10.35229
N -12.39830 -2.68523 9.86472
O -13.80206 -1.69799 11.28607
H -15.54387 -2.90808 9.88032
H -14.34746 -3.43906 8.78278
H -12.22755 -3.52006 9.28697
H -11.59955 -2.33294 10.35067
N -9.62127 -5.27347 9.16780
C -10.66496 -6.08260 9.68846
N -11.35349 -5.54725 10.75061
O -10.94004 -7.11528 9.10071
H -9.02698 -5.78042 8.49791
H -9.19782 -4.58735 9.75716
H -11.09709 -4.64167 11.05963
H -12.15208 -6.04994 11.04277
N -10.82794 -1.37320 12.83381
C -9.88950 -2.22979 12.31815
N -8.74473 -2.38196 13.00229
O -10.18101 -2.90389 11.30656
H -11.67746 -1.30079 12.23070
H -10.60814 -0.68430 13.48786
H -8.14729 -3.14228 12.81116
H -8.68535 -1.98186 13.94466
N -13.87663 -0.37469 13.75844
C -14.27203 -1.42616 14.46300
N -14.99157 -2.36337 13.77514
O -14.10325 -1.56214 15.65336
H -13.28211 0.31874 14.22736
H -14.07615 -0.27300 12.75426
H -15.15158 -3.15322 14.34565
H -14.72979 -2.42011 12.80431
```


# 3
The following is a quantum chemistry calculation of 2 unconnected molecules or ions with the total composition C12H26N2O3PS4, from the Open Molecules 2025 dataset.

HOMO level: -4.89 eV
Lowest unoccupied orbital energy: 2.05 eV
Charge: -1
Kohn-Sham gap: 6.943 eV
Strongest force on any atom: 0.84 eV/A

XYZ file:
```
48
C12H26N2O3PS4 ωB97M-V/def2-TZVPD
C 1.09103 -3.70968 -0.09509
C 0.86977 -2.93849 -1.39566
C -0.41693 -2.10556 -1.44119
C -0.81433 -1.38886 -0.15000
N -0.10086 -0.09789 -0.01119
C 0.85836 -0.06535 1.11443
C 2.29916 -0.28918 0.67614
C 2.85931 0.79412 -0.25321
C 3.55727 1.91242 0.52911
P 4.12265 3.38353 -0.43142
S 4.67695 2.63045 -2.33925
S 2.25236 4.31399 -0.73128
C -0.94636 1.01482 -0.03367
S -0.60617 2.31161 -0.94791
S -2.39070 1.05755 1.05577
C -3.75843 0.59781 -0.06276
C -4.87139 1.64332 -0.18122
C -4.40541 3.10809 -0.27076
H 0.17228 -4.21126 0.20688
H 1.34880 -3.04600 0.72881
H 1.88506 -4.44468 -0.20320
H 1.73803 -2.33206 -1.66055
H 0.79444 -3.68180 -2.19620
H -0.27680 -1.31618 -2.18525
H -1.25836 -2.70617 -1.78958
H -1.87770 -1.17393 -0.23208
H -0.70916 -1.99643 0.74436
H 0.60116 -0.82480 1.85586
H 0.81007 0.89575 1.63281
H 2.93364 -0.35055 1.56339
H 2.38817 -1.25212 0.17577
H 3.60940 0.34797 -0.90662
H 2.08547 1.19052 -0.91272
H 2.92207 2.28027 1.33680
H 4.47600 1.51617 0.96329
H 3.50659 2.55240 -2.98897
H 2.73363 5.48788 -1.15450
H -4.15006 -0.34708 0.31008
H -3.34193 0.39676 -1.04758
H -5.57426 1.51786 0.64145
H -5.42286 1.40845 -1.09366
H -4.65307 3.63461 0.64833
H -4.94098 3.60906 -1.07696
H -3.33827 3.18440 -0.45419
N -0.18643 -3.13414 3.02609
O -0.57642 -4.27964 2.73034
O 1.01221 -2.92884 3.31758
O -0.98696 -2.16915 2.98937
```


# 4
The following is a quantum chemistry calculation of a molecular structure, C12H26N4O3 at a distorted geometry, from the Open Molecules 2025 dataset.

Energy above the lowest of the compared OMol25 structures with the same formula, charge and spin: 711.7 kJ/mol
HOMO level: -9.02 eV
Lowest unoccupied orbital energy: 0.38 eV
Charge: 0
Kohn-Sham gap: 9.402 eV
Strongest force on any atom: 8.33 eV/A

XYZ file:
```
45
C12H26N4O3 ωB97M-V/def2-TZVPD
C -0.59005 1.00554 0.81948
C -0.03920 -0.31049 0.03217
C -1.34087 1.66660 -0.39019
C -1.92734 2.93106 0.09277
C -1.47595 4.27338 -0.40751
C -2.28617 5.55258 0.09872
C -0.18912 -2.62701 -0.51794
C -1.34414 -2.97837 -1.42687
C 0.41435 -3.77304 0.29577
C 1.30541 -3.25234 1.39615
C 2.59369 -2.77415 0.74830
C 3.05914 -3.76641 -0.31104
H 1.02889 2.32089 0.88642
H -0.20902 2.55526 2.06340
H -1.32921 0.65013 1.55795
H -0.51143 1.88294 -1.10560
H -1.96169 1.06946 -1.01144
H -3.11421 2.79561 0.01968
H -1.66974 2.69958 1.24032
H -0.52557 4.62432 0.25078
H -1.35725 4.22014 -1.38078
H -2.38158 5.42716 1.20429
H -3.29319 5.43213 -0.36776
H -1.06550 6.80425 -1.21868
H -1.21060 7.34853 0.78349
H -1.43223 -1.66782 0.89049
H 0.60783 -2.34873 -1.24774
H -0.58738 -4.62385 0.55231
H 1.03982 -4.46710 -0.43163
H 1.56120 -3.96618 2.32319
H 0.62076 -2.35158 1.79626
H 2.58778 -1.72088 0.19080
H 3.40312 -2.86929 1.37365
H 2.36803 -3.94319 -1.12403
H 2.93656 -4.71098 0.11535
H 5.06685 -3.67723 -0.18116
H 4.24797 -2.63726 -1.37629
H -2.66874 -2.44741 -2.42464
N 0.35339 1.85940 1.50573
N -1.80890 6.98769 -0.18662
N -0.46911 -1.54765 0.42153
N 4.29458 -3.57043 -0.94479
O 0.89335 -0.14668 -0.83342
O -1.42998 -4.04112 -2.09710
O -2.16453 -1.88747 -1.67377
```


# 5
The following is a quantum chemistry calculation of a molecular structure, C12H27Al3ClCsF10LiMgN2O10 at a distorted geometry, from the Open Molecules 2025 dataset.

HOMO level: -16.65 eV
Lowest unoccupied orbital energy: -15.33 eV
Charge: +3
Kohn-Sham gap: 1.325 eV
Strongest force on any atom: 9.79 eV/A

XYZ file:
```
68
C12H27Al3ClCsF10LiMgN2O10 ωB97M-V/def2-TZVPD
C -1.78784 1.48909 -2.53168
C -0.25705 1.27374 -1.99120
N 0.54445 0.21110 -2.69544
C -0.06254 -1.16849 -2.60377
C 0.97698 -2.28829 -1.99825
N 0.32529 -3.51804 -1.40929
F 1.18917 -4.56174 -1.68622
C -0.98165 -3.92459 -2.12255
O -2.19197 -3.42713 -1.44696
C -3.31629 -3.41162 -2.40958
C -4.14287 -2.08599 -2.90719
O -3.74784 -4.60385 -2.90713
C 0.16637 -3.51473 0.09259
C -0.06266 -2.05424 0.78575
C -1.01552 -2.21375 2.15168
O 1.26303 -1.60363 1.30634
C 0.96845 0.59018 -4.09138
C 0.58200 1.94971 -4.91693
O 1.80778 -0.27844 -4.72124
H -2.24062 2.50597 -2.12026
H -2.50545 0.64040 -2.09878
H -1.90753 1.49380 -3.69670
H -0.33171 0.95180 -0.84575
H 0.30938 2.30350 -1.99507
H -1.06266 -1.14271 -1.99833
H -0.28859 -1.50667 -3.72622
H 1.78789 -1.78446 -1.28097
H 1.61539 -2.67207 -2.93216
H -1.01348 -5.11341 -2.01299
H -0.94792 -3.72276 -3.28157
H -5.03390 -2.38912 -3.63933
H -4.66001 -1.52349 -1.99440
H -3.47144 -1.33804 -3.53617
H -0.66559 -4.26759 0.49470
H 1.18978 -3.94333 0.53398
H -0.60524 -1.25502 0.12773
H -1.53771 -3.25888 2.21926
H -1.86944 -1.37964 2.15397
H -0.39634 -2.04932 3.13457
H 1.27704 -0.60484 1.38313
H 0.22906 2.85484 -4.23608
H 1.42800 2.36516 -5.61485
H -0.34757 1.72780 -5.63224
F 1.90137 -1.40749 3.14511
O 3.88119 -3.31173 4.31366
H 3.18032 -2.73318 3.97746
H 3.40842 -3.96265 4.85382
Li 0.82827 0.98407 2.29183
F 2.90360 -4.47902 1.95543
Al 4.25630 -4.94668 0.86222
F 4.82073 -3.49869 -0.04792
F 3.68469 -6.19990 -0.29808
F 5.61637 -5.60923 1.83943
Cs 2.73105 2.70302 3.46269
F 1.54817 8.29127 7.52524
Al 0.31809 8.06995 6.22850
F 0.55058 6.46346 5.44828
F 0.50536 9.36904 4.99526
F -1.33197 8.15605 6.94516
O -2.99124 5.82019 3.31938
Cl -2.16581 6.90446 2.82388
O -2.99787 7.86591 2.12677
O -1.16997 6.37614 1.91184
O -1.50387 7.55598 3.93738
Mg 0.49917 2.28709 -0.13387
O 0.98654 8.29053 1.73873
H 1.18093 7.51470 1.24526
Al 0.15094 -4.25447 2.22954
```


- Which of these has the lowest lowest unoccupied orbital energy?
  C12H27Al3ClCsF10LiMgN2O10


- Look up the charge of the third one.
  -1


- Number 2 is which compound?
  C12H26N10O4